Here is C35H31Cl3N2NaO2P as an isolated structure from the OMol25 dataset. Energies are from wB97M-V/def2-TZVPD.

HOMO-LUMO gap (spin up / spin down) = 6.226 / 6.631 eV
electronic energy = -95146.085 eV
multiplicity = 1
net charge = -2
HOMO (spin up / spin down) = -2.5 / -2.9 eV
max |F| = 0.0108 hartree/bohr

Each line ends with the Löwdin charge.
Positions of all 75 atoms, in Å:
Na1 -0.3795 0.3810 -1.5654  0.139
C1 2.3409 2.2750 -2.5042  -0.162
C2 3.0442 1.4838 -1.5721  -0.217
C3 2.9259 0.1659 -1.9817  -0.177
C4 2.1061 0.1200 -3.2048  -0.214
C5 1.7538 1.3979 -3.5134  -0.217
C6 0.8714 1.8906 -4.6144  -0.039
C7 1.7442 -1.1545 -3.8932  -0.040
C8 3.4861 -1.0422 -1.3194  -0.033
C9 3.6968 1.9654 -0.3110  -0.039
C10 2.1293 3.7420 -2.4697  -0.024
H1 1.4083 2.5577 -5.2975  0.072
H2 0.0260 2.4542 -4.2108  0.085
H3 0.4610 1.0673 -5.1979  0.064
H4 2.6416 -1.7129 -4.1833  0.074
H5 1.1553 -0.9724 -4.7919  0.068
H6 1.1607 -1.8009 -3.2311  0.056
H7 4.1794 -1.5701 -1.9849  0.080
H8 2.6816 -1.7386 -1.0621  0.042
H9 4.0225 -0.7826 -0.4056  0.071
H10 4.7220 1.5967 -0.2065  0.068
H11 3.1395 1.6436 0.5742  0.072
H12 3.7354 3.0547 -0.2792  0.061
H13 2.1217 4.1612 -3.4796  0.078
H14 2.8991 4.2527 -1.8889  0.069
H15 1.1542 3.9647 -2.0154  0.063
O1 -0.8115 4.6037 -1.1515  -0.026
C11 -0.9339 3.4342 -0.7693  -0.718
O2 -0.1943 2.4443 -1.0498  -0.138
C12 -2.1112 3.0995 0.1837  -0.253
P1 -1.9163 1.3587 0.7242  1.092
C13 -3.3292 1.1956 1.8948  -0.350
C14 -4.5772 0.9334 1.3246  -0.110
C15 -5.7081 0.7893 2.1124  -0.098
C16 -5.6096 0.8822 3.4952  -0.116
C17 -4.3732 1.1231 4.0758  -0.106
C18 -3.2436 1.2823 3.2820  -0.087
C19 -0.4975 1.4414 1.8846  -0.363
C20 0.1934 0.2530 2.1118  -0.090
C21 1.2987 0.2234 2.9520  -0.085
C22 1.7332 1.3853 3.5721  -0.111
C23 1.0582 2.5780 3.3439  -0.097
C24 -0.0472 2.6048 2.5055  -0.086
H16 -3.0467 3.1829 -0.3746  0.087
H17 -2.1698 3.8254 0.9959  0.075
H18 -4.6591 0.8232 0.2480  0.080
H19 -6.6643 0.5880 1.6442  0.098
H20 -6.4900 0.7579 4.1145  0.089
H21 -4.2822 1.1871 5.1542  0.092
H22 -2.2849 1.4703 3.7509  0.094
H23 -0.1068 -0.6499 1.5913  0.066
H24 1.8295 -0.7102 3.0986  0.101
H25 2.6047 1.3675 4.2162  0.091
H26 1.4005 3.4954 3.8084  0.093
H27 -0.5457 3.5484 2.3225  0.100
Cl1 -5.1501 -1.3361 -1.9936  0.573
C25 -4.0715 -1.6650 -3.2942  -1.348
Cl2 -3.8391 -3.3197 -3.6920  0.570
Cl3 -5.4837 -0.8477 -5.3749  -0.385
C26 -2.9351 -0.8417 -3.3679  -0.382
N1 -1.9999 -0.1644 -3.4281  0.191
N2 2.3842 -7.7616 4.2354  0.114
C27 2.0581 -6.9154 3.5244  -0.215
C28 1.6546 -5.8659 2.6372  -0.265
C29 2.4521 -5.5377 1.5364  -0.047
C30 2.0647 -4.5308 0.6780  -0.032
C31 0.8708 -3.8126 0.8834  -0.262
C32 0.0827 -4.1613 1.9967  -0.030
C33 0.4652 -5.1672 2.8588  -0.045
C34 0.4827 -2.7672 0.0089  -0.213
C35 0.1606 -1.8286 -0.7235  0.004
H28 3.3733 -6.0795 1.3647  0.109
H29 2.6797 -4.2749 -0.1745  0.109
H30 -0.8388 -3.6195 2.1629  0.115
H31 -0.1542 -5.4212 3.7094  0.110

Atoms 1-6, force components in eV/Å:
0.0 -0.4 -0.4
0.0 0.1 0.1
0.0 0.0 0.0
0.0 0.0 0.0
0.0 0.0 0.0
-0.1 0.0 0.0



Here is C35H31F6N5NaO12S2Te as an isolated structure from the OMol25 dataset. Energies are from wB97M-V/def2-TZVPD.

HOMO-LUMO gap (spin up / spin down) = 4.306 / 6.645 eV
electronic energy = -118497.281 eV
multiplicity = 2
net charge = -2
HOMO (spin up / spin down) = -0.7 / -3.0 eV
max |F| = 0.0398 hartree/bohr

Each line ends with the Löwdin charge.
Positions of all 93 atoms, in Å:
Na1 0.3469 0.1717 -0.8371  0.180
C1 3.4753 -0.2091 2.2271  -0.053
C2 3.1520 1.1466 2.8567  -0.372
C3 3.3705 1.1146 4.3703  -0.081
C4 1.7509 1.6100 2.5048  -0.207
C5 1.5735 2.6495 1.5989  -0.023
C6 0.3106 3.1211 1.2782  -0.036
C7 -0.8261 2.5697 1.8576  -0.287
C8 -2.1848 3.1278 1.5352  -0.049
C9 -0.6570 1.5043 2.7360  -0.051
C10 0.6110 1.0291 3.0505  -0.045
H1 4.4958 -0.5161 2.4799  0.079
H2 3.3830 -0.1534 1.1411  0.056
H3 2.7795 -0.9734 2.5810  0.053
H4 3.8465 1.8762 2.4303  0.131
H5 2.7226 0.3737 4.8461  0.066
H6 3.1619 2.0865 4.8238  0.075
H7 4.4055 0.8458 4.5992  0.068
H8 2.4447 3.1027 1.1393  0.119
H9 0.2049 3.9322 0.5666  0.119
H10 -2.3654 3.1015 0.4584  0.083
H11 -2.2625 4.1699 1.8559  0.076
H12 -2.9728 2.5605 2.0304  0.065
H13 -1.5303 1.0298 3.1726  0.103
H14 0.7052 0.1962 3.7408  0.094
F1 -2.1850 -3.1658 -4.4659  0.103
C11 -2.2955 -2.0165 -3.7744  -0.647
F2 -1.6063 -1.0883 -4.4267  0.142
F3 -3.5868 -1.6812 -3.7692  0.120
S1 -1.6218 -2.2864 -2.0225  0.548
O1 -0.4429 -1.4351 -2.0425  -0.365
O2 -1.5008 -3.7067 -1.9931  -0.286
N1 -2.7952 -1.6789 -1.1181  -0.311
S2 -2.6586 -0.0659 -0.9606  0.632
O3 -2.7483 0.6270 -2.2125  -0.239
O4 -1.6269 0.3036 -0.0060  -0.357
C12 -4.2530 0.3126 -0.0829  -0.659
F4 -4.6654 1.5184 -0.4703  0.138
F5 -4.0844 0.3178 1.2374  0.134
F6 -5.2030 -0.5769 -0.3809  0.129
Te1 -0.4930 -2.3493 1.1000  1.599
C13 0.2778 -3.7229 2.5084  -0.489
C14 1.2654 -3.3721 3.4214  -0.131
C15 1.7743 -4.3091 4.3141  -0.097
C16 1.2981 -5.6118 4.3040  -0.115
C17 0.3083 -5.9709 3.3977  -0.103
C18 -0.1954 -5.0337 2.5062  -0.127
C19 -2.1771 -2.3012 2.4129  -0.470
C20 -2.0169 -1.8901 3.7344  -0.141
C21 -3.0765 -1.9323 4.6291  -0.097
C22 -4.3239 -2.3815 4.2108  -0.113
C23 -4.4976 -2.7814 2.8941  -0.101
C24 -3.4297 -2.7460 2.0027  -0.141
H15 1.6405 -2.3575 3.4387  0.068
H16 2.5450 -4.0160 5.0178  0.095
H17 1.6991 -6.3452 4.9937  0.089
H18 -0.0678 -6.9873 3.3791  0.092
H19 -0.9613 -5.3195 1.7954  0.098
H20 -1.0473 -1.5411 4.0714  0.086
H21 -2.9285 -1.6129 5.6544  0.094
H22 -5.1525 -2.4182 4.9083  0.089
H23 -5.4658 -3.1319 2.5555  0.096
H24 -3.5753 -3.0580 0.9761  0.085
O5 3.8770 3.5743 -6.8996  0.007
N2 4.2438 3.0137 -5.8696  -0.378
O6 5.4161 2.7146 -5.6665  0.016
C25 3.2685 2.6908 -4.8555  -0.184
C26 3.6849 2.0592 -3.6650  0.037
C27 2.7589 1.7279 -2.6971  -0.083
C28 1.3248 2.1310 -2.8222  -0.267
O7 0.4869 1.9564 -1.9262  -0.013
C29 1.0212 2.7641 -4.0831  -0.073
C30 1.9532 3.0045 -5.0817  0.039
N3 -0.3386 3.1985 -4.3800  -0.357
O8 -1.0689 3.5357 -3.4695  0.071
O9 -0.6757 3.2420 -5.5635  0.010
N4 3.2255 1.0395 -1.5698  -0.344
O10 2.4045 0.4665 -0.7484  -0.142
O11 4.4828 0.9344 -1.3847  -0.090
H25 4.7169 1.7933 -3.5094  0.105
H26 1.6454 3.4639 -6.0071  0.118
O12 1.9428 -2.8356 -0.0577  -0.235
N5 2.9601 -2.5379 -0.7975  -0.209
C31 4.2110 -2.6828 -0.3158  -0.025
C32 5.3091 -2.3498 -1.0790  -0.059
C33 5.1370 -1.8577 -2.3602  -0.081
C34 3.8462 -1.7250 -2.8426  -0.045
C35 2.7738 -2.0754 -2.0549  -0.007
H27 4.2501 -3.0437 0.7001  0.131
H28 6.2930 -2.4596 -0.6443  0.102
H29 5.9840 -1.5624 -2.9628  0.106
H30 3.6500 -1.3158 -3.8241  0.117
H31 1.7406 -1.9852 -2.3485  0.118

Atoms 1-6, force components in eV/Å:
0.4 0.1 0.5
0.0 0.0 -0.1
-0.1 -0.1 0.0
0.1 0.0 0.0
0.1 0.0 0.0
0.0 0.1 0.0



Here is C35H31IrN5OP2STe as an isolated structure from the OMol25 dataset. Energies are from wB97M-V/def2-TZVPD.

HOMO-LUMO gap = 6.649 eV
electronic energy = -85836.082 eV
multiplicity = 1
net charge = +1
HOMO = -10.3 eV
max |F| = 0.0241 hartree/bohr

Each line ends with the Löwdin charge.
Positions of all 77 atoms, in Å:
Ir1 -0.8389 1.4279 -0.7929  0.938
Te1 2.5148 1.8721 1.5091  1.326
C1 3.5740 0.4415 2.6344  -0.562
C2 3.9402 0.6947 3.9486  -0.130
C3 4.6738 -0.2681 4.6318  -0.142
N1 5.0390 -1.4304 4.1061  0.067
C4 4.6774 -1.6661 2.8481  -0.144
C5 3.9578 -0.7708 2.0724  -0.131
C6 1.1539 0.4557 0.6907  -0.823
P1 -0.5667 0.4331 1.1182  0.718
C7 -1.3322 -1.1369 1.5508  -0.356
C8 -0.5624 -2.2509 1.8577  -0.077
C9 -1.1813 -3.4257 2.2589  -0.054
C10 -2.5638 -3.4871 2.3439  -0.061
C11 -3.3338 -2.3709 2.0390  -0.066
C12 -2.7195 -1.1929 1.6508  -0.097
C13 -0.8817 1.4177 2.5911  -0.381
C14 -1.7912 2.4662 2.5759  -0.089
C15 -2.0561 3.1679 3.7452  -0.063
C16 -1.4077 2.8193 4.9186  -0.060
C17 -0.4979 1.7675 4.9334  -0.060
C18 -0.2352 1.0596 3.7754  -0.104
P2 1.0068 0.2765 -1.0721  0.731
C19 1.2314 -1.3672 -1.7586  -0.374
C20 0.9711 -1.5798 -3.1096  -0.090
C21 1.1661 -2.8344 -3.6580  -0.062
C22 1.6257 -3.8763 -2.8607  -0.058
C23 1.8985 -3.6613 -1.5189  -0.053
C24 1.7003 -2.4052 -0.9644  -0.085
C25 2.2664 1.2475 -1.9304  -0.389
C26 2.0512 2.5864 -2.2521  -0.111
C27 3.0672 3.3324 -2.8277  -0.060
C28 4.3022 2.7492 -3.0715  -0.057
C29 4.5186 1.4144 -2.7602  -0.058
C30 3.5008 0.6574 -2.2044  -0.080
H1 3.6598 1.6137 4.4475  0.095
H2 4.9724 -0.0940 5.6595  0.110
H3 4.9912 -2.6175 2.4317  0.108
H4 3.7114 -1.0180 1.0472  0.077
H5 0.5168 -2.2016 1.7806  0.093
H6 -0.5830 -4.2915 2.5086  0.112
H7 -3.0441 -4.4036 2.6595  0.110
H8 -4.4119 -2.4169 2.1188  0.109
H9 -3.3236 -0.3176 1.4332  0.112
H10 -2.2830 2.7537 1.6525  0.090
H11 -2.7615 3.9875 3.7337  0.112
H12 -1.6111 3.3653 5.8300  0.112
H13 0.0088 1.5013 5.8513  0.113
H14 0.4630 0.2301 3.7954  0.111
H15 0.6264 -0.7639 -3.7368  0.117
H16 0.9737 -3.0005 -4.7096  0.111
H17 1.7795 -4.8568 -3.2910  0.111
H18 2.2666 -4.4710 -0.9031  0.113
H19 1.9126 -2.2301 0.0828  0.079
H20 1.0957 3.0564 -2.0496  0.063
H21 2.8967 4.3706 -3.0780  0.113
H22 5.0977 3.3346 -3.5126  0.113
H23 5.4802 0.9598 -2.9560  0.113
H24 3.6720 -0.3880 -1.9806  0.110
C31 -5.3370 -0.1683 -3.6965  -0.004
N2 -4.1306 -0.3092 -2.9069  -0.085
C32 -3.5603 -1.5672 -2.4857  -0.012
C33 -2.3605 -1.1136 -1.6800  -0.459
O1 -1.5832 -1.8451 -1.1345  0.084
N3 -2.3345 0.2892 -1.6736  -0.018
C34 -3.4103 0.6960 -2.4012  -0.377
N4 -3.7434 1.9562 -2.5961  0.244
H25 -5.5265 -1.1128 -4.2001  0.101
H26 -5.2078 0.5933 -4.4658  0.097
H27 -6.2012 0.0772 -3.0760  0.104
H28 -3.2360 -2.1821 -3.3275  0.149
H29 -4.2377 -2.1473 -1.8560  0.150
H30 -3.1756 2.7085 -2.2340  0.024
H31 -4.5770 2.2044 -3.0986  0.121
S1 -2.9613 5.5493 -2.0364  0.635
C35 -2.0283 4.3229 -1.6250  -1.006
N5 -1.3640 3.3841 -1.3397  -0.157

Atoms 1-6, force components in eV/Å:
-0.6 -0.2 -0.4
-0.1 -0.4 0.0
0.1 -0.1 0.1
0.0 0.0 0.0
0.0 0.0 0.1
0.0 0.0 0.0



Here is C35H31N13O3PbS2 as an isolated structure from the OMol25 dataset. Energies are from wB97M-V/def2-TZVPD.

HOMO-LUMO gap = 6.822 eV
electronic energy = -89227.614 eV
multiplicity = 1
HOMO = -7.3 eV
max |F| = 0.0220 hartree/bohr

Each line ends with the Löwdin charge.
Positions of all 85 atoms, in Å:
Pb1 0.5056 0.1272 0.0122  1.288
C1 -2.1647 4.0312 0.8664  -0.013
C2 -1.7952 2.5825 0.7204  -0.266
N1 -0.6015 2.1919 0.9867  -0.093
N2 0.2291 3.0661 1.6348  -0.091
C3 1.4718 3.1143 1.3254  -1.110
S1 2.1993 2.3861 -0.0657  0.506
S2 2.4590 4.1275 2.4084  0.873
C4 3.9391 3.0638 2.6887  -0.426
C5 3.6800 2.0272 3.7381  -0.298
C6 3.9254 2.3077 5.0803  -0.051
C7 3.6102 1.3867 6.0658  -0.085
C8 3.0450 0.1662 5.7228  -0.092
C9 2.8180 -0.1320 4.3885  -0.083
C10 3.1330 0.7941 3.4050  -0.057
C11 -2.8164 1.6038 0.3209  -0.127
C12 -4.0741 1.6952 0.9194  -0.056
C13 -5.0657 0.7645 0.6727  -0.110
C14 -4.8124 -0.2619 -0.2325  -0.097
C15 -3.5950 -0.3442 -0.8733  -0.035
C16 -2.5458 0.5666 -0.6174  -0.409
O1 -1.4157 0.4535 -1.2643  -0.303
H1 -1.4199 4.6361 0.3490  0.086
H2 -2.1278 4.3240 1.9185  0.092
H3 -3.1479 4.2349 0.4526  0.079
H4 4.7117 3.7631 3.0046  0.073
H5 4.1957 2.6348 1.7230  0.035
H6 4.3653 3.2603 5.3508  0.112
H7 3.7928 1.6229 7.1062  0.101
H8 2.7834 -0.5487 6.4924  0.099
H9 2.3939 -1.0859 4.1012  0.108
H10 2.9391 0.5477 2.3697  0.075
H11 -4.2626 2.4937 1.6275  0.115
H12 -6.0230 0.8413 1.1704  0.095
H13 -5.5759 -1.0038 -0.4373  0.100
H14 -3.3966 -1.1319 -1.5914  0.105
C17 0.6191 -3.8083 -3.8749  -0.125
C18 1.2140 -3.6136 -2.6365  -0.114
N3 0.4925 -3.4289 -1.5386  0.151
C19 -0.8277 -3.4375 -1.6693  -0.216
C20 -1.4229 -3.5707 -2.9267  -0.076
N4 -0.7015 -3.7570 -4.0223  0.082
C21 -1.6665 -3.3245 -0.4540  -0.213
C22 -2.7006 -4.2333 -0.2754  0.048
C23 -3.4776 -4.1484 0.8706  -0.142
C24 -3.2153 -3.1137 1.7538  0.049
C25 -2.1850 -2.2139 1.4815  -0.197
N5 -1.4035 -2.3526 0.4160  0.165
C26 -1.9525 -1.0766 2.4105  -0.178
C27 -2.9748 -0.7158 3.2953  -0.082
N6 -2.8385 0.2296 4.2088  0.101
C28 -1.6687 0.8441 4.2611  -0.096
C29 -0.6583 0.5528 3.3594  -0.120
N7 -0.7931 -0.3828 2.4255  0.064
C30 -4.5437 -5.1357 1.1347  -0.173
C31 -4.3432 -6.4882 0.8714  -0.011
C32 -5.3607 -7.3826 1.1634  -0.137
N8 -6.5320 -7.0203 1.6748  0.059
C33 -6.7284 -5.7269 1.9032  -0.137
C34 -5.7758 -4.7509 1.6546  -0.009
H15 1.1953 -4.0105 -4.7695  0.103
H16 2.2887 -3.6198 -2.5120  0.106
H17 -2.4973 -3.5230 -3.0620  0.119
H18 -2.8813 -5.0067 -1.0095  0.125
H19 -3.7861 -3.0409 2.6683  0.113
H20 -3.9460 -1.1914 3.2587  0.108
H21 -1.5433 1.6023 5.0233  0.113
H22 0.2777 1.0925 3.3860  0.094
H23 -3.4038 -6.8414 0.4680  0.114
H24 -5.2330 -8.4438 0.9826  0.107
H25 -7.6988 -5.4621 2.3076  0.107
H26 -5.9943 -3.7077 1.8415  0.114
N9 1.2330 0.6022 -2.6505  -0.014
N10 2.5913 0.8637 -2.8583  -0.017
C35 3.5138 0.4360 -1.9578  -0.504
N11 4.7716 0.8681 -2.0904  0.203
N12 3.0893 -0.4474 -1.0738  0.029
N13 3.8697 -0.9266 -0.0827  -0.432
O2 3.2741 -1.4698 0.8282  0.013
O3 5.1038 -0.8272 -0.1219  0.023
H27 0.8854 -0.1027 -3.2903  0.101
H28 0.6609 1.4361 -2.7119  0.086
H29 2.8339 1.6793 -3.3976  0.147
H30 4.9793 1.7320 -2.5609  0.119
H31 5.4118 0.5081 -1.3931  0.088

Atoms 1-6, force components in eV/Å:
-0.3 -0.5 -0.1
0.0 -0.1 0.1
0.2 0.4 0.1
0.1 -0.2 -0.6
0.0 0.5 0.8
-0.1 -0.2 -0.3



Question: Which of these has the highest multiplicity?
Answer: C35H31F6N5NaO12S2Te